Entry 1:
Entry from the Open Molecules 2025 dataset: CH2NP in the gas phase (ωB97M-V with the def2-TZVPD basis set).

```
5
CH2NP, DFT ωB97M-V with the def2-TZVPD basis set
N -0.52 -1.65 1.37
C -0.09 -0.90 0.58
P 0.53 0.24 -0.87
H -0.72 0.75 -0.90
H 0.80 1.56 -0.18
```

Computed properties:
Structure (SMILES) = N#CP
Relative energy (zero: lowest compared OMol25 entry of this formula, charge and spin) = 11.1 kcal/mol
HOMO = -11.18 eV

How positive or negative is each atom? The Mulliken charges in e answer that: N -0.332; C 0.184; P -0.030; H 0.081; H 0.098

---

Entry 2:
Entry from the Open Molecules 2025 dataset: C24H38N4P2V as an isolated structure (ωB97M-V with the def2-TZVPD basis set).

```
69
C24H38N4P2V, DFT ωB97M-V with the def2-TZVPD basis set
C 0.94 -5.04 0.61
C 1.25 -3.94 -0.18
C 0.54 -3.73 -1.38
C -0.57 -4.58 -1.73
C -0.87 -5.66 -0.87
C -0.12 -5.89 0.27
C -1.32 -4.22 -2.85
C -0.97 -3.12 -3.65
C 0.18 -2.35 -3.26
C 0.55 -1.18 -3.98
C -0.23 -0.79 -5.07
C -1.35 -1.54 -5.46
C -1.72 -2.67 -4.76
H 1.50 -5.21 1.53
H -1.71 -6.30 -1.14
H -0.35 -6.73 0.92
H -2.20 -4.79 -3.11
H 0.02 0.13 -5.59
H -1.94 -1.20 -6.31
H -2.59 -3.27 -5.06
N 0.82 -2.65 -2.13
V 0.09 0.27 -0.12
C 2.28 -2.93 0.23
H 2.78 -2.52 -0.65
H 3.02 -3.32 0.92
C 1.72 -0.37 -3.50
H 2.52 -1.02 -3.11
H 2.15 0.28 -4.27
P 1.52 -1.46 1.05
P 1.27 0.73 -2.09
C 0.35 2.07 -2.93
H 0.13 2.88 -2.22
H 0.94 2.47 -3.76
H -0.60 1.68 -3.31
C 2.88 1.54 -1.73
H 3.29 1.95 -2.66
H 2.75 2.35 -1.00
H 3.58 0.80 -1.32
C 0.95 -2.19 2.63
H 1.74 -2.79 3.10
H 0.65 -1.38 3.31
H 0.07 -2.83 2.45
C 3.08 -0.69 1.61
H 2.90 0.15 2.30
H 3.68 -1.45 2.12
H 3.64 -0.32 0.74
H -1.09 -0.76 -0.18
H -0.41 -0.94 0.88
C 2.34 3.58 2.21
N 0.90 3.84 2.00
C 0.38 5.07 2.57
C 0.18 2.89 1.35
N 0.78 1.76 1.02
N -1.13 2.95 0.96
C -2.07 4.06 1.04
C -1.62 1.73 0.26
H 2.74 4.46 2.71
H 2.93 3.44 1.29
H 2.54 2.71 2.87
H 0.17 5.82 1.80
H -0.49 4.88 3.20
H 1.18 5.46 3.20
H 1.72 1.67 1.39
H -2.46 4.31 0.03
H -2.90 3.82 1.74
H -1.56 4.96 1.41
H -1.11 1.61 -0.74
H -1.49 0.84 0.90
H -2.68 1.86 0.03
```

Computed properties:
Net charge = +2
Expectation value of S² = 0.78
Relative energy (zero: lowest compared OMol25 entry of this formula, charge and spin) = 20.4 kcal/mol
HOMO (spin up / spin down) = -12.61 / -12.62 eV
Spin multiplicity = 2

How positive or negative is each atom? The Mulliken charges in e answer that: C -0.245; C 0.068; C -0.217; C 0.857; C -0.882; C -0.845; C -0.832; C 0.836; C 0.091; C -0.019; C -0.264; C -0.950; C -0.869; H 0.464; H 0.462; H 0.412; H 0.473; H 0.478; H 0.397; H 0.460; N -0.270; V -1.115; C -1.300; H 0.413; H 0.903; C -1.000; H 0.459; H 0.842; P 1.290; P 1.570; C -1.671; H 0.462; H 0.439; H 0.455; C -1.288; H 0.486; H 0.249; H 0.334; C -1.538; H 0.417; H 0.450; H 0.469; C -1.420; H 0.359; H 0.501; H 0.297; H 0.243; H -0.154; C -0.897; N 0.084; C -1.175; C 0.558; N 0.518; N 0.161; C -1.044; C -1.221; H 0.314; H 0.284; H 0.390; H 0.394; H 0.474; H 0.304; H -0.416; H 0.367; H 0.343; H 0.354; H 0.620; H 0.263; H 0.569

---

Entry 3:
Entry from the Open Molecules 2025 dataset: C15H24Cl2N3O3OsSSi as an isolated structure (ωB97M-V with the def2-TZVPD basis set).

```
50
C15H24Cl2N3O3OsSSi, DFT ωB97M-V with the def2-TZVPD basis set
Os -0.04 0.81 0.11
O -3.03 -1.56 -1.52
C -2.32 -0.67 -1.12
O -1.09 -0.79 -0.70
C -2.78 0.77 -1.14
C -4.02 1.18 -1.58
C -4.30 2.53 -1.58
C -3.33 3.43 -1.14
C -2.12 2.94 -0.71
N -1.85 1.63 -0.71
H -4.72 0.43 -1.92
H -5.26 2.89 -1.92
H -3.52 4.49 -1.13
H -1.33 3.60 -0.36
Cl 0.93 1.25 -1.99
C 0.38 0.04 -3.26
Cl 1.73 -0.43 -4.24
H -0.37 0.56 -3.85
H -0.03 -0.79 -2.70
C 3.32 -0.40 0.00
Si 1.61 -1.08 0.33
C 1.46 -1.70 2.09
C 1.29 -2.48 -0.85
H 4.05 -1.20 0.17
H 3.60 0.43 0.65
H 3.43 -0.08 -1.04
H 2.04 -2.61 2.19
H 0.43 -1.93 2.35
H 1.86 -0.99 2.82
H 2.00 -3.27 -0.59
H 1.49 -2.21 -1.89
H 0.28 -2.88 -0.78
O 1.35 1.56 3.90
S 2.15 2.14 2.53
N 0.93 1.54 1.51
C -1.10 1.83 5.53
C -0.75 0.61 4.67
C -2.01 -0.02 4.08
C 0.02 -0.42 5.51
C 0.14 1.07 3.56
N -0.14 1.07 2.31
H -1.75 1.51 6.35
H -1.63 2.58 4.95
H -0.21 2.29 5.96
H -2.65 -0.35 4.89
H -1.78 -0.88 3.45
H -2.57 0.71 3.48
H -0.62 -0.76 6.32
H 0.92 0.00 5.94
H 0.30 -1.30 4.91
```

Computed properties:
Net charge = +1
Relative energy (zero: lowest compared OMol25 entry of this formula, charge and spin) = 51.9 kcal/mol
HOMO (spin up / spin down) = -11.86 / -11.86 eV

How positive or negative is each atom? The Mulliken charges in e answer that: Os 0.711; O -0.636; C 0.259; O -0.657; C 0.601; C -0.562; C -0.357; C -0.648; C -0.238; N -0.139; H 0.535; H 0.458; H 0.438; H 0.466; Cl -0.171; C 0.002; Cl -0.094; H 0.399; H -0.057; C -1.015; Si 0.608; C -1.061; C -1.036; H 0.381; H 0.283; H 0.293; H 0.607; H 0.219; H 0.256; H 0.454; H 0.261; H 0.295; O -0.345; S 0.041; N 0.099; C -1.768; C 2.209; C -1.673; C -1.622; C -0.060; N -0.256; H 0.451; H 0.397; H 0.385; H 0.437; H 0.310; H 0.375; H 0.471; H 0.374; H 0.323

---

no.,M (g/mol)
1,59.008
2,495.488
3,615.664